# 1
Molecular formula: C21H24Cl2CoN2O5S
Method: DFT, ωB97M-V/def2-TZVPD

Calculated values
Frontier orbital gap (spin up / spin down): 6.96 / 6.97 eV
LUMO level (spin up / spin down): -3.69 / -3.68 eV

The geometry in ORCA input format:
```
! wB97M-V def2-TZVPD RIJCOSX def2/J DEFGRID3
* xyz 1 1
Co -0.19953 0.56108 -0.57766
Cl 4.53895 -0.31611 -0.23224
C 3.36824 -0.11685 1.01255
C 3.76924 -0.15263 2.36253
C 2.86693 -0.01078 3.37914
Cl 3.39543 -0.07503 5.02382
C 1.49375 0.18762 3.09407
C 0.45759 0.32685 4.03814
C -0.83396 0.49558 3.61144
C -1.11105 0.54404 2.23838
N -0.16012 0.44517 1.33490
C 1.12879 0.24336 1.73770
C 2.04662 0.06937 0.67437
O 1.56342 0.09058 -0.55027
H 4.81584 -0.30261 2.58848
H 0.69081 0.28517 5.09353
H -1.64724 0.58876 4.31594
H -2.12619 0.66779 1.88762
C 0.54180 -0.17554 -3.37682
O 0.09230 0.88063 -2.50994
C 0.83316 2.09326 -2.71804
C 0.23136 3.14627 -1.83524
O 0.30753 2.64329 -0.49671
C -0.18704 3.56753 0.46925
H 0.43703 0.15787 -4.40897
H -0.10429 -1.02798 -3.19444
H 1.57904 -0.42548 -3.15045
H 0.75614 2.37939 -3.76798
H 1.87860 1.91078 -2.45594
H -0.81409 3.31843 -2.10362
H 0.79110 4.08070 -1.91703
H 0.38583 4.49377 0.41000
H -0.05100 3.12327 1.45160
H -1.24543 3.77662 0.29629
S -1.22875 -1.38545 -0.74113
C -0.09402 -2.67972 -0.35742
C 0.05528 -3.08342 0.96924
C 0.90588 -4.12960 1.28913
C 1.61141 -4.77973 0.28630
C 1.46616 -4.38157 -1.03526
C 0.61783 -3.33419 -1.35811
H -0.50245 -2.57164 1.74461
H 1.01601 -4.44011 2.31985
H 2.26983 -5.60168 0.53373
H 2.01353 -4.88989 -1.81771
H 0.49517 -3.03456 -2.39139
N -4.34616 0.07890 -0.23975
C -4.30850 0.68812 -1.56922
C -2.94910 1.33510 -1.79785
O -2.57505 1.84338 -2.80336
O -2.18211 1.29243 -0.65100
H -5.21688 0.25726 0.24111
H -2.80746 0.79502 -0.02606
H -4.19641 -0.92260 -0.27645
H -5.05372 1.47892 -1.65428
H -4.48009 -0.00916 -2.38934
*
```

Löwdin population analysis, charges in e, atoms 1 to 5:
1 Co 0.420
2 Cl 0.746
3 C -0.572
4 C -0.094
5 C -0.602

=====

# 2
Molecular formula: C21H24Cl2N4O6
Method: DFT, ωB97M-V/def2-TZVPD

Calculated values
Frontier orbital gap: 9.31 eV
Energy above the lowest of the compared OMol25 structures with the same formula, charge and spin: 47.4 kJ/mol
LUMO level: 0.25 eV

The geometry in ORCA input format:
```
! wB97M-V def2-TZVPD RIJCOSX def2/J DEFGRID3
* xyz 0 1
C -1.35006 2.24550 -3.73308
N -0.63199 1.08375 -3.21907
C -1.06533 0.33926 -2.13857
O -2.09222 0.68992 -1.56864
C -0.31695 -0.83908 -1.65365
C 0.95338 -1.19001 -2.15066
C 1.63525 -2.30439 -1.64305
C 1.06767 -3.10185 -0.62874
O 1.67986 -4.19501 -0.05712
C 2.78345 -4.73141 -0.66787
C 2.64182 -5.47499 -1.84744
C 3.76084 -6.05682 -2.45437
C 5.02723 -5.90584 -1.88263
Cl 6.42675 -6.62646 -2.63502
C 5.16893 -5.17416 -0.70078
C 4.05728 -4.58901 -0.08857
O 4.23016 -3.87635 1.06822
C -0.19492 -2.75185 -0.13382
Cl -0.94910 -3.69146 1.13428
C -0.87195 -1.64354 -0.64266
H -0.79688 2.69432 -4.56368
H -2.34201 1.95532 -4.09481
H -1.46776 3.00312 -2.95077
H 0.19424 0.76113 -3.71054
H 1.43707 -0.59653 -2.92054
H 2.62210 -2.53442 -2.03161
H 1.65260 -5.60174 -2.27664
H 3.65132 -6.63374 -3.36776
H 6.15684 -5.06695 -0.26659
H 5.12339 -4.00890 1.42136
H -1.85125 -1.41300 -0.23142
C 0.11547 5.29824 0.29558
N -0.74111 4.15384 0.60058
C -0.59477 3.35972 1.66752
O 0.29474 3.55693 2.49031
C -1.57542 2.16719 1.81507
C -3.05995 2.56632 1.97461
C -3.72263 2.88150 0.64632
N -4.56116 2.01003 0.14386
O -3.48076 3.90501 0.03370
N -1.20106 1.19052 2.85539
C -1.10962 1.32938 4.18081
C -1.61093 2.57185 4.89519
O -0.66794 0.40456 4.84524
H -0.02477 6.07518 1.04976
H 1.16220 4.98840 0.30213
H -0.13508 5.70115 -0.68649
H -1.55905 4.00748 0.01705
H -1.50163 1.62721 0.86961
H -3.13958 3.44867 2.60856
H -3.61179 1.75374 2.44702
H -4.88832 2.20518 -0.78532
H -4.71627 1.12998 0.59638
H -0.82951 0.31208 2.53175
H -1.36470 2.48424 5.95177
H -2.68898 2.64607 4.78822
H -1.12713 3.46070 4.50165
*
```

Löwdin population analysis, charges in e, atoms 1 to 5:
1 C -0.066
2 N 0.013
3 C -0.439
4 O 0.030
5 C -0.134

=====

# 3
Molecular formula: C21H24ClF4N4O7PS3SbTeV
Method: DFT, ωB97M-V/def2-TZVPD

Calculated values
Frontier orbital gap (spin up / spin down): 6.88 / 5.35 eV
Energy above the lowest of the compared OMol25 structures with the same formula, charge and spin: 0.0 kJ/mol
LUMO level (spin up / spin down): 1.35 / -0.48 eV

The geometry in ORCA input format:
```
! wB97M-V def2-TZVPD RIJCOSX def2/J DEFGRID3
* xyz -1 4
V 0.48494 1.40102 2.08187
S 1.20310 -2.36319 5.01339
C 1.04472 -0.99584 4.09440
S 0.36374 -0.94676 2.50404
S 1.75611 0.43175 4.71454
C -1.32373 -0.28893 -4.35429
Te 0.53626 0.20151 -3.43812
C 1.24121 1.27818 -5.14358
H -1.15817 -0.95028 -5.20058
H -1.82112 0.62313 -4.67493
H -1.94337 -0.78574 -3.60935
H 0.53508 2.06717 -5.38536
H 1.36863 0.61423 -5.99457
H 2.19829 1.72822 -4.88623
C 3.98133 0.01455 -1.88566
O 4.09234 0.30570 -0.49285
P 2.85825 -0.12401 0.48568
O 3.67670 -0.16936 1.87391
C 4.05570 -1.46142 2.36699
O 2.16420 1.38836 0.74097
C 3.00232 2.55432 0.96941
H 4.93330 -0.39321 -2.22123
H 3.76749 0.93165 -2.43752
H 3.18820 -0.71002 -2.08165
H 3.19061 -2.12599 2.40903
H 4.43228 -1.31083 3.37475
H 4.83899 -1.89780 1.74383
H 2.34698 3.41958 0.91274
H 3.76012 2.59965 0.19251
H 3.45360 2.48009 1.95582
C -1.15555 -3.88208 0.77180
Sb -0.72712 -2.53440 -0.84183
C 1.16588 -3.44304 -1.31450
C -1.81004 -3.67938 -2.31260
H -1.14732 -4.90587 0.39669
H -2.12719 -3.65891 1.20969
H -0.39810 -3.76068 1.54434
H 1.07715 -4.52902 -1.26774
H 1.91437 -3.10860 -0.59629
H 1.47660 -3.14208 -2.31519
H -1.58770 -4.73986 -2.19114
H -1.51642 -3.36631 -3.31513
H -2.88154 -3.51712 -2.19963
O 0.15726 3.54320 2.23230
Cl -0.98054 3.42349 3.22528
O -2.17028 3.99268 2.65396
O -1.13444 1.90226 3.25168
O 1.64926 1.52303 3.53776
F 0.07536 3.66584 -1.21953
C -0.71492 3.86076 -2.28063
C -0.31864 4.78882 -3.19503
F 0.84055 5.41513 -2.97791
C -1.06899 5.10548 -4.35746
C -2.28039 4.37392 -4.46345
C -2.67499 3.44559 -3.54660
F -3.83915 2.82362 -3.75790
C -1.91017 3.11029 -2.40312
C -2.28127 2.08659 -1.49520
C -1.44452 1.69359 -0.44536
N -0.75090 1.36977 0.41699
C -3.40289 1.22756 -1.67551
N -4.26668 0.47752 -1.81577
F -3.08432 4.59653 -5.50537
C -0.65084 6.05153 -5.31323
C -1.37822 6.34242 -6.50140
N -1.90366 6.62315 -7.48794
C 0.55024 6.80613 -5.19779
N 1.49474 7.46512 -5.15462
*
```

Löwdin population analysis, charges in e, atoms 1 to 5:
1 V 0.628
2 S 0.466
3 C -1.639
4 S 0.545
5 S 0.830

=====

# 4
Molecular formula: C21H24ClN3O2
Method: DFT, ωB97M-V/def2-TZVPD

Calculated values
Frontier orbital gap: 8.22 eV
Energy above the lowest of the compared OMol25 structures with the same formula, charge and spin: 1879.3 kJ/mol
LUMO level: 0.01 eV

The geometry in ORCA input format:
```
! wB97M-V def2-TZVPD RIJCOSX def2/J DEFGRID3
* xyz 0 1
O -1.97091 -2.27557 1.79904
C -1.16858 -1.43232 2.05277
C -1.03968 -0.31933 1.01014
N 0.55085 0.10039 0.92176
C 0.61437 1.62533 0.49013
C 0.62236 1.63121 -1.11810
C 1.48083 0.71607 -1.75628
N 1.48555 0.85494 -3.23749
C -0.08343 0.72995 -3.88350
O -0.84212 0.28118 -3.25165
C 0.38135 1.13034 -5.25234
C -0.38011 -0.11237 -6.15416
C -0.13025 0.14312 -7.58481
C 0.37412 1.27411 -8.04401
C 0.72993 2.21293 -7.30197
C 0.73661 2.21770 -5.92700
Cl 1.45531 3.36985 -4.92330
C 1.24935 -0.64853 -1.30272
C 1.39325 -0.83592 0.10592
N -0.37586 -1.51639 3.06225
C -0.41017 -2.14141 4.10425
C -0.74123 -1.63076 5.26521
C -1.87487 -1.05730 5.27306
C -2.64857 -0.39756 6.43830
C -1.81499 -0.35270 7.53073
C -0.46744 -0.95174 7.61597
C -0.10896 -1.78203 6.30836
H -1.25422 -0.58888 -0.19478
H -1.61589 0.56213 1.29976
H 0.07579 2.27658 1.24194
H 1.56241 1.81274 0.82789
H 0.72147 2.82399 -1.07176
H -0.41762 1.56633 -1.16899
H 2.44304 1.13913 -1.58969
H 2.35032 1.19982 -3.67707
H -0.86237 -0.77680 -5.65485
H -0.76125 -0.80860 -8.16111
H 0.35050 1.47220 -9.17257
H 1.29551 3.29676 -7.69921
H 2.05185 -1.22564 -1.81877
H 0.36581 -0.80609 -1.60953
H 1.30483 -1.77184 0.67023
H 2.57026 -0.61751 0.40678
H 0.37846 -0.64277 3.03960
H -0.96687 -3.02687 3.79705
H 0.71069 -2.82065 4.16395
H -2.58821 -1.17009 4.38668
H -3.61496 0.08876 6.47438
H -2.09239 0.00838 8.47601
H 0.14941 -0.74219 8.51320
H 0.82671 -2.08208 6.28025
*
```

Löwdin population analysis, charges in e, atoms 1 to 5:
1 O 0.077
2 C -0.557
3 C 0.000
4 N -0.154
5 C -0.124

=====

Number 1: largest force on an atom 0.017 hartree/bohr. Number 2: largest force on an atom 0.044 hartree/bohr. Number 3: largest force on an atom 0.014 hartree/bohr. Number 4: largest force on an atom 0.352 hartree/bohr.